Record 1
A structure of composition C16H17LiN4O4S4. Source: OMol25; level of theory: ωB97M-V with the def2-TZVPD basis set.

ORCA input file:
```
! wB97M-V def2-TZVPD RIJCOSX def2/J DEFGRID3
* xyz -2 1
Li 1.0550 -1.1261 3.2870
S -0.6669 0.6535 3.7117
C -2.0034 0.0700 2.7842
C -3.2054 0.8657 2.8566
N -4.1492 1.5261 2.9218
C -2.0291 -1.0450 1.9841
S -0.6876 -2.1305 1.6994
C -3.2447 -1.3596 1.2897
N -4.2008 -1.6324 0.7003
C -2.9880 0.0977 -2.3739
C -1.6843 -0.3361 -1.7206
C -1.0900 0.7817 -0.8742
N 0.1400 0.3480 -0.2274
C 1.2752 1.0072 -0.0677
S 2.4522 0.5779 1.0156
N 1.4629 2.1753 -0.8625
C 1.4609 2.3220 -2.2205
O 1.6837 3.4085 -2.7322
C 1.2850 1.1076 -3.0830
C 0.5625 1.2494 -4.2621
C 0.4036 0.1682 -5.1135
C 0.9910 -1.0511 -4.8004
C 1.7329 -1.1863 -3.6359
C 1.8760 -0.1110 -2.7706
H -3.4002 -0.7005 -2.9938
H -2.8335 0.9729 -3.0138
H -3.7347 0.3450 -1.6183
H -0.9579 -0.6284 -2.4819
H -1.8497 -1.2052 -1.0796
H -1.8025 1.0724 -0.0955
H -0.8974 1.6649 -1.4831
H 0.0353 -0.4830 0.3861
H 1.9364 2.9203 -0.3721
H 0.1251 2.2119 -4.4930
H -0.1824 0.2739 -6.0178
H 0.8630 -1.8995 -5.4614
H 2.1856 -2.1364 -3.3839
H 2.4381 -0.2259 -1.8516
C 1.7864 -0.6439 6.4888
S 2.6353 -1.4840 5.1697
O 3.7899 -2.1167 5.7785
O 2.9325 -0.4521 4.1715
O 1.6354 -2.4080 4.6104
H 2.4851 0.0419 6.9639
H 1.4433 -1.3922 7.2006
H 0.9355 -0.1083 6.0706
*
```

Values from the calculation:
- F_max: 0.595 eV/A
- DFT total energy: -74569.963 eV
- Orbital gap: 0.1973 Eh
- Relative energy (zero: lowest compared OMol25 entry of this formula, charge and spin): 7.1 kcal/mol
- LUMO level: 4.20 eV

The Löwdin scheme yields these atomic charges, measured in e: atom 1 (Li): 0.4171, atom 2 (S): 0.4558, atom 3 (C): -0.8531, atom 4 (C): -0.3388, atom 5 (N): 0.1082, atom 6 (C): -0.8287, atom 7 (S): 0.4634, atom 8 (C): -0.3428, atom 9 (N): 0.1191, atom 10 (C): -0.1103, atom 11 (C): -0.2354, atom 12 (C): -0.1683, atom 13 (N): 0.0268, atom 14 (C): -0.8752, atom 15 (S): 0.6548, atom 16 (N): 0.0970, atom 17 (C): -0.4470, atom 18 (O): 0.0518, atom 19 (C): -0.1533, atom 20 (C): -0.0330, atom 21 (C): -0.0903, atom 22 (C): -0.0987, atom 23 (C): -0.0720, atom 24 (C): -0.0213, atom 25 (H): 0.0661, atom 26 (H): 0.0631, atom 27 (H): 0.0658, atom 28 (H): 0.0889, atom 29 (H): 0.0853, atom 30 (H): 0.1255, atom 31 (H): 0.1115, atom 32 (H): 0.0019, atom 33 (H): 0.1327, atom 34 (H): 0.1168, atom 35 (H): 0.0958, atom 36 (H): 0.0953, atom 37 (H): 0.1050, atom 38 (H): 0.0989, atom 39 (C): -0.1682, atom 40 (S): 0.3309, atom 41 (O): -0.3706, atom 42 (O): -0.4435, atom 43 (O): -0.4507, atom 44 (H): 0.0536, atom 45 (H): 0.0550, atom 46 (H): 0.0155

***

Record 2
A structure of composition C20H12F12N2O5V at a distorted geometry. Source: OMol25; level of theory: ωB97M-V with the def2-TZVPD basis set.

ORCA input file:
```
! wB97M-V def2-TZVPD RIJCOSX def2/J DEFGRID3
* xyz -1 3
V 0.1408 -0.2586 -2.0463
C 3.0918 -4.2673 2.3694
C 2.2526 -3.1936 1.7242
C 0.8964 -3.0721 1.9849
C 0.1437 -2.0838 1.3787
C 0.7148 -1.1681 0.4866
N -0.0335 -0.1891 -0.1623
C -0.9983 0.5759 0.4410
C -1.2132 0.5513 1.8362
C -2.2646 1.2139 2.4326
C -3.1652 1.9602 1.6834
C -4.3757 2.6084 2.3042
C -2.8841 2.1137 0.3344
C -1.8119 1.4877 -0.2924
C -1.4631 1.9571 -1.7203
O -0.3506 1.3930 -2.2810
C -2.6810 1.7530 -2.7385
F -3.7512 1.1668 -2.1852
F -2.3293 1.0057 -3.7957
F -3.1257 2.9218 -3.2623
C -1.1371 3.4872 -1.6412
F -0.2466 3.7086 -0.6616
F -2.1963 4.2896 -1.3903
F -0.5867 3.9200 -2.7891
C 2.0870 -1.3314 0.1663
C 2.8221 -2.3210 0.8037
C 2.7050 -0.4310 -0.9235
O 1.9109 -0.3101 -2.0410
C 3.0172 0.9905 -0.3205
F 3.9674 1.6424 -1.0206
F 1.9559 1.7889 -0.2997
F 3.4754 0.9036 0.9478
C 4.0581 -0.9820 -1.4520
F 4.4549 -0.3250 -2.5508
F 5.0663 -0.8863 -0.5522
F 3.9497 -2.2788 -1.7945
H 2.5161 -4.8149 3.1151
H 3.4473 -4.9803 1.6221
H 3.9696 -3.8352 2.8543
H 0.4148 -3.7654 2.6663
H -0.9201 -2.0249 1.5647
H -0.5194 0.0020 2.4552
H -2.3918 1.1467 3.5085
H -4.4638 2.3332 3.3555
H -4.3244 3.6982 2.2381
H -5.2886 2.2911 1.7954
H -3.5257 2.7667 -0.2442
H 3.8766 -2.4395 0.5972
O -1.9055 -3.2296 -2.1526
N -1.2461 -2.2128 -2.1235
O -1.7570 -1.0609 -2.0647
O 0.0215 -2.2156 -2.1599
*
```

Values from the calculation:
- F_max: 3.149 eV/A
- DFT total energy: -92453.267 eV
- Orbital gap (spin up / spin down): 0.2535 / 0.2683 Eh
- <S²>: 2.01
- Relative energy (zero: lowest compared OMol25 entry of this formula, charge and spin): 17.4 kcal/mol
- LUMO level (spin up / spin down): 2.84 / 2.82 eV

The Löwdin scheme yields these atomic charges, measured in e: atom 1 (V): 1.0236, atom 2 (C): -0.0601, atom 3 (C): -0.2730, atom 4 (C): -0.0429, atom 5 (C): -0.0217, atom 6 (C): -0.2104, atom 7 (N): -0.0424, atom 8 (C): -0.1838, atom 9 (C): -0.0199, atom 10 (C): -0.0536, atom 11 (C): -0.2815, atom 12 (C): -0.0641, atom 13 (C): -0.0047, atom 14 (C): -0.0627, atom 15 (C): -0.2844, atom 16 (O): -0.1842, atom 17 (C): -0.5119, atom 18 (F): 0.1482, atom 19 (F): 0.1416, atom 20 (F): 0.1273, atom 21 (C): -0.5338, atom 22 (F): 0.1621, atom 23 (F): 0.1284, atom 24 (F): 0.1527, atom 25 (C): -0.0467, atom 26 (C): 0.0142, atom 27 (C): -0.2857, atom 28 (O): -0.1753, atom 29 (C): -0.5235, atom 30 (F): 0.1460, atom 31 (F): 0.1739, atom 32 (F): 0.1448, atom 33 (C): -0.5432, atom 34 (F): 0.1541, atom 35 (F): 0.1353, atom 36 (F): 0.1524, atom 37 (H): 0.0670, atom 38 (H): 0.0772, atom 39 (H): 0.0752, atom 40 (H): 0.1066, atom 41 (H): 0.1180, atom 42 (H): 0.1023, atom 43 (H): 0.1047, atom 44 (H): 0.0654, atom 45 (H): 0.0738, atom 46 (H): 0.0738, atom 47 (H): 0.1239, atom 48 (H): 0.1151, atom 49 (O): 0.0951, atom 50 (N): -0.5066, atom 51 (O): -0.0338, atom 52 (O): -0.0529

***

Record 3
The molecule C8H12 at a distorted geometry. Source: OMol25; level of theory: ωB97M-V with the def2-TZVPD basis set.

ORCA input file:
```
! wB97M-V def2-TZVPD RIJCOSX def2/J DEFGRID3
* xyz 0 1
C -0.7414 0.0034 0.5347
C -1.4973 1.2322 0.8734
C 0.1761 0.1137 -0.6351
C 2.4473 1.2532 -0.7941
C -2.2001 0.2325 0.3453
C 1.6864 0.2108 -0.3635
C -3.3764 -0.3751 -0.2676
C 2.3249 -0.6697 0.6303
H -0.2898 -0.6421 1.2597
H -1.6036 2.2039 1.2214
H -0.0563 -0.7697 -1.3145
H -0.1231 1.0145 -1.1553
H 2.1297 2.0785 -1.3504
H 3.4705 1.2304 -0.5265
H -4.3796 -0.4159 0.3152
H -3.2518 -1.4250 -0.6232
H -3.7873 0.1182 -1.1972
H 3.3936 -0.6567 0.6805
H 2.1217 -1.7407 0.4775
H 1.9842 -0.5207 1.6713
*
```

Values from the calculation:
- F_max: 3.866 eV/A
- DFT total energy: -8486.812 eV
- Orbital gap: 0.3543 Eh
- Relative energy (zero: lowest compared OMol25 entry of this formula, charge and spin): 63.9 kcal/mol
- SMILES string: C=C(C)C[C@H]1C=C1C
- LUMO level: 1.02 eV

The Löwdin scheme yields these atomic charges, measured in e: atom 1 (C): -0.2793, atom 2 (C): 0.0726, atom 3 (C): -0.1541, atom 4 (C): 0.0543, atom 5 (C): -0.1974, atom 6 (C): -0.3285, atom 7 (C): -0.0754, atom 8 (C): -0.1028, atom 9 (H): 0.1065, atom 10 (H): 0.0769, atom 11 (H): 0.1390, atom 12 (H): 0.1063, atom 13 (H): 0.0367, atom 14 (H): 0.0411, atom 15 (H): 0.1015, atom 16 (H): 0.0778, atom 17 (H): 0.0877, atom 18 (H): 0.0640, atom 19 (H): 0.0841, atom 20 (H): 0.0890

***

> What is the DFT total energy in the second record?

-92453.267 eV

***

> Look up the relative energy (zero: lowest compared OMol25 entry of this formula, charge and spin) of the first one.

7.1 kcal/mol

***

> The highest DFT total energy belongs to which entry?

C8H12

***

> DFT total energy of number 2 (C20H12F12N2O5V)?

-92453.267 eV